Entry 1:
Formula: C2HO3Zn
Source: the Open Molecules 2025 dataset
Level of theory: ωB97M-V/def2-TZVPD

Its net charge is +2. The electronic energy comes out at -2080.94195 a.u. Its multiplicity is 2. The LUMO energy (alpha / beta) is -0.5058 / -0.5050 Ha. The HOMO-LUMO gap (alpha / beta) is 5.00 / 10.24 eV. The value obtained for the HOMO energy (alpha / beta) is -18.7653 / -23.9834 eV. Its expectation value of S² is 0.7510.

Geometry as XYZ:
```
7
C2HO3Zn | the Open Molecules 2025 dataset | ωB97M-V/def2-TZVPD
O 0.68 0.82 1.11
O -1.19 -1.55 1.11
O 1.98 -0.52 -0.10
C -0.18 -1.31 0.57
C 0.76 -0.17 0.45
Zn 2.68 -1.83 -1.28
H 2.61 0.18 0.21
```

Entry 2:
Formula: C11H14AuF2N3OSTe
Source: the Open Molecules 2025 dataset
Level of theory: ωB97M-V/def2-TZVPD

Its net charge is 0. The electronic energy comes out at -1668.57352 a.u. Its multiplicity is 3. The LUMO energy (alpha / beta) is 0.0055 / -0.0843 Ha. The HOMO-LUMO gap (alpha / beta) is 6.94 / 5.43 eV. The value obtained for the HOMO energy (alpha / beta) is -6.7863 / -7.7220 eV. Its expectation value of S² is 2.0106.

Geometry as XYZ:
```
34
C11H14AuF2N3OSTe | the Open Molecules 2025 dataset | ωB97M-V/def2-TZVPD
Au -0.09 0.66 1.86
N 2.65 -0.26 5.20
C 1.89 -0.16 4.08
S 0.43 0.79 4.26
N 2.34 -0.79 3.03
N 1.59 -0.66 1.86
C 1.96 -1.48 0.96
C 1.46 -1.69 -0.40
C 2.01 -2.80 -1.06
C 1.64 -3.16 -2.34
C 0.68 -2.39 -2.99
C 0.14 -1.28 -2.37
C 0.52 -0.88 -1.08
O 0.02 0.21 -0.54
H 2.27 0.04 6.08
H 3.41 -0.92 5.19
H 2.77 -2.15 1.26
H 2.74 -3.39 -0.53
H 2.07 -4.03 -2.81
H 0.36 -2.65 -3.99
H -0.61 -0.69 -2.88
C -3.65 2.49 -1.47
Te -1.68 1.78 -1.14
C -1.21 1.83 -3.19
H -4.18 1.89 -2.21
H -3.58 3.52 -1.83
H -4.17 2.47 -0.52
H -1.42 2.84 -3.54
H -1.82 1.11 -3.73
H -0.15 1.60 -3.31
F -2.90 1.28 1.44
C -1.77 1.82 2.07
F -1.66 3.08 1.52
H -2.06 1.97 3.11
```

Entry 3:
Formula: C7H14
Source: the Open Molecules 2025 dataset
Level of theory: ωB97M-V/def2-TZVPD

Its net charge is 0. The electronic energy comes out at -275.05080 a.u. Its multiplicity is 1. The LUMO energy is 0.0367 Ha. The structure (SMILES) is C=C(C)C.C=CC. The HOMO-LUMO gap is 10.18 eV. The value obtained for the HOMO energy is -9.1812 eV.

Geometry as XYZ:
```
21
C7H14 | the Open Molecules 2025 dataset | ωB97M-V/def2-TZVPD
C -2.04 -1.93 -1.81
C -1.22 -0.93 -1.51
C -0.32 -0.26 -2.53
C -1.13 -0.39 -0.11
H -2.63 -2.42 -1.04
H -2.14 -2.36 -2.80
H -0.17 0.79 -2.27
H -0.76 -0.27 -3.53
H 0.66 -0.74 -2.57
H -1.77 -0.93 0.58
H -1.45 0.66 -0.07
H -0.09 -0.42 0.22
C 0.20 1.25 2.47
C 1.28 0.55 2.18
C 2.50 1.11 1.47
H -0.77 0.81 2.66
H 0.24 2.34 2.51
H 1.29 -0.53 2.36
H 2.46 0.78 0.43
H 2.48 2.20 1.43
H 3.39 0.71 1.94
```

Entry 4:
Formula: C33H44As2FFeN3O8
Source: the Open Molecules 2025 dataset
Level of theory: ωB97M-V/def2-TZVPD

Its net charge is 0. The electronic energy comes out at -7885.18640 a.u. Its multiplicity is 5. The LUMO energy (alpha / beta) is -0.0482 / -0.0482 Ha. The HOMO-LUMO gap (alpha / beta) is 5.34 / 5.45 eV. The value obtained for the HOMO energy (alpha / beta) is -6.6495 / -6.7598 eV. Its expectation value of S² is 6.0093.

Geometry as XYZ:
```
92
C33H44As2FFeN3O8 | the Open Molecules 2025 dataset | ωB97M-V/def2-TZVPD
Fe 0.11 -1.01 1.50
F -0.25 4.84 -0.58
C -0.53 3.73 -1.29
C 0.14 2.58 -1.02
C -0.22 1.40 -1.67
C 0.28 0.14 -1.11
O 1.03 0.20 -0.14
C -0.25 -1.05 -1.69
C -1.10 -0.95 -2.74
N -1.57 0.22 -3.26
C -2.61 0.19 -4.25
C -2.31 0.75 -5.61
C -2.45 -0.73 -5.41
C -1.22 1.41 -2.64
C -1.90 2.60 -2.91
C -1.59 3.75 -2.19
N -2.48 4.87 -2.34
C -3.78 4.69 -1.70
C -4.82 5.42 -2.57
N -4.04 6.38 -3.43
C -3.10 7.18 -2.59
C -1.99 6.22 -2.11
C -0.03 -2.44 -1.13
O -0.23 -3.41 -1.86
O 0.28 -2.51 0.11
H 0.87 2.54 -0.22
H -1.49 -1.86 -3.18
H -3.61 0.34 -3.86
H -1.31 1.13 -5.76
H -3.09 1.29 -6.13
H -1.55 -1.32 -5.46
H -3.34 -1.22 -5.78
H -2.70 2.63 -3.64
H -3.78 5.08 -0.68
H -4.01 3.63 -1.64
H -5.52 6.01 -1.99
H -5.36 4.76 -3.24
H -4.65 6.96 -4.00
H -3.46 5.79 -4.03
H -3.69 7.57 -1.76
H -2.72 8.01 -3.17
H -1.77 6.43 -1.06
H -1.07 6.36 -2.68
O -0.92 2.72 2.59
C -0.81 1.57 2.19
O 0.01 0.68 2.64
C -1.73 1.08 0.98
O -2.33 1.92 0.31
O -1.73 -0.18 0.80
C 2.13 -0.44 4.78
As 2.36 -0.98 2.92
C 3.30 0.61 2.29
C 3.77 -2.32 3.03
C 4.24 -2.73 4.28
C 5.14 -3.78 4.40
C 5.58 -4.44 3.27
C 5.13 -4.04 2.02
C 4.22 -2.99 1.88
As 3.61 -2.45 0.08
C 5.38 -2.48 -0.78
C 3.00 -4.19 -0.56
H 3.07 -0.07 5.21
H 1.76 -1.26 5.39
H 1.39 0.35 4.76
H 4.26 0.72 2.80
H 2.65 1.45 2.51
H 3.44 0.54 1.22
H 3.90 -2.23 5.18
H 5.49 -4.08 5.38
H 6.28 -5.26 3.36
H 5.48 -4.57 1.15
H 5.91 -3.42 -0.63
H 5.99 -1.66 -0.38
H 5.25 -2.31 -1.85
H 3.78 -4.95 -0.45
H 2.72 -4.10 -1.61
H 2.11 -4.49 -0.01
C 0.75 -4.45 2.60
C 0.00 -3.54 3.54
O -0.82 -2.58 2.89
C -2.02 -3.16 2.33
C -3.21 -2.30 2.68
H 1.38 -5.14 3.17
H 1.39 -3.87 1.94
H 0.07 -5.03 1.97
H 0.69 -2.97 4.17
H -0.63 -4.13 4.22
H -2.14 -4.16 2.74
H -1.89 -3.25 1.25
H -3.36 -2.27 3.76
H -4.11 -2.71 2.22
H -3.07 -1.29 2.31
```